No. 1
Density functional theory data (wB97M-V/def2-TZVPD) for a cluster of 2 separate species, C3H12N2 in total in a non-equilibrium geometry.

XYZ file:
```
17
Properties=species:S:1:pos:R:3:forces:R:3:lowdin_charge:R:1
C 1.7162 0.1508 -1.7301 -1.361 0.719 -0.331 -0.196
N 2.0386 1.5363 -1.3727 0.514 -0.170 -0.238 -0.070
H 0.6484 0.1152 -1.9868 0.064 -0.422 -0.050 0.052
H 1.8415 -0.5287 -0.8927 0.344 -0.006 0.025 0.065
H 2.2494 -0.1945 -2.6107 0.351 -0.047 0.083 0.059
H 1.4301 2.2257 -1.8076 0.151 -0.380 0.227 0.059
H 2.0273 1.6431 -0.3774 -0.073 0.300 0.297 0.031
C -1.5758 -1.5550 1.1301 -0.920 0.340 0.013 -0.117
C -1.4219 -0.0937 0.7304 0.026 -0.303 0.395 -0.349
N -0.5699 0.6352 1.7046 -0.219 -0.015 -1.010 -0.017
H -1.8824 -1.5704 2.1788 0.522 -0.379 0.097 0.073
H -2.4079 -2.0265 0.6011 0.036 0.140 -0.192 0.067
H -0.6969 -2.1454 0.8760 0.179 0.034 0.489 0.067
H -1.0231 -0.0945 -0.2841 0.022 0.363 -0.188 0.075
H -2.3912 0.4082 0.7451 -0.015 -0.107 -0.207 0.101
H 0.2302 0.0546 1.9076 0.305 -0.076 0.124 0.049
H -0.2127 1.4396 1.1885 0.072 0.009 0.467 0.050
```
Forces are in eV/Å.

Its SMILES is CCN.CN. The HOMO-LUMO gap comes out at 0.373 hartree. The calculation puts the total energy at -230.9772 hartree.

***

No. 2
Density functional theory data (wB97M-V/def2-TZVPD) for a cluster of 2 separate species, C3H12N2O in total in a non-equilibrium geometry.

XYZ file:
```
18
Properties=species:S:1:pos:R:3:forces:R:3:lowdin_charge:R:1
C 0.7028 1.1043 1.4843 0.154 0.041 0.419 -0.070
N 0.4620 0.9461 0.0491 -2.442 -0.163 1.379 -0.297
O 1.6474 1.0010 -0.6167 1.894 1.291 -1.776 -0.052
H 1.5569 1.7764 -1.2272 0.179 -1.058 0.756 0.129
H -2.6874 -0.0555 1.4965 -0.089 1.329 0.242 0.011
H 1.4068 0.3374 1.8688 -0.276 0.314 -0.074 0.076
H 1.1413 2.1061 1.6764 -0.232 -0.625 -0.258 0.086
H -0.2570 1.0365 2.0392 0.599 -0.044 -0.561 0.076
C -0.9675 -0.1381 -1.4632 -0.236 0.134 -0.072 -0.110
C 0.6820 -1.4530 -0.2700 0.055 -0.221 0.018 -0.094
N -0.2132 -0.2781 -0.2132 0.089 -0.299 -0.305 -0.258
H -2.6684 -0.7534 1.3785 0.016 -1.325 -0.207 0.017
H -1.6718 0.7177 -1.3839 0.528 -0.516 0.028 0.082
H -1.5697 -1.0524 -1.6532 0.488 0.484 0.165 0.083
H -0.2855 0.0354 -2.3247 -0.358 -0.135 0.238 0.079
H 0.0783 -2.3767 -0.3983 0.213 0.685 0.086 0.086
H 1.2462 -1.5670 0.6769 -0.288 0.180 -0.543 0.077
H 1.3969 -1.3868 -1.1191 -0.295 -0.071 0.465 0.079
```
Forces are in eV/Å.

Its SMILES is CN(C)N(C)O.[H][H]. The HOMO-LUMO gap comes out at 0.365 hartree. The calculation puts the total energy at -306.1090 hartree.

***

No. 3
Density functional theory data (wB97M-V/def2-TZVPD) for a cluster of 2 separate species, C3H12N2O in total in a non-equilibrium geometry.

XYZ file:
```
18
Properties=species:S:1:pos:R:3:forces:R:3:lowdin_charge:R:1
N -0.0700 -2.4001 1.1579 -0.487 -0.409 -1.354 -0.041
C 0.6458 -1.2559 0.4944 -1.779 -0.540 1.191 -0.311
C -0.2573 -0.3939 -0.3335 2.457 1.426 -1.376 -0.200
C 0.6013 0.4589 -1.3997 -2.736 -1.811 0.654 -0.257
N -0.3441 1.1540 -2.2977 0.223 1.879 0.081 -0.038
H -0.4019 -3.0774 0.3450 0.487 2.060 2.488 0.116
H -0.8671 -2.0145 1.6880 0.243 -0.697 -0.637 0.052
H 1.2915 -1.7816 -0.1123 1.950 -0.679 -1.507 0.073
H 1.2149 -0.6233 1.1810 -0.073 -0.403 0.292 0.113
H -0.9011 -0.9717 -0.9194 -1.228 -1.060 -0.790 0.080
H -0.8104 0.2508 0.3134 -0.508 0.673 0.252 0.075
H 1.2499 -0.2269 -1.9664 -0.298 0.294 0.084 0.112
H 1.1613 1.1354 -0.8507 1.543 1.304 1.040 0.072
H -0.9269 1.8263 -1.7491 0.201 -1.265 0.023 0.074
H 0.2002 1.9008 -2.7572 0.003 -0.779 -0.450 0.061
H -0.2834 1.6076 2.9320 1.043 -0.190 -0.008 0.042
H -1.2246 2.2891 2.1619 -0.311 0.636 -0.853 0.035
O -0.2781 2.1225 2.1124 -0.729 -0.438 0.871 -0.058
```
Forces are in eV/Å.

Its SMILES is NCCCN.O. The HOMO-LUMO gap comes out at 0.354 hartree. The calculation puts the total energy at -306.2050 hartree.

***

No. 4
Density functional theory data (wB97M-V/def2-TZVPD) for a cluster of 2 separate species, C3H12N2O in total in a non-equilibrium geometry.

XYZ file:
```
18
Properties=species:S:1:pos:R:3:forces:R:3:lowdin_charge:R:1
N -0.3157 -2.2072 -0.6195 0.742 0.101 0.602 0.020
C -0.1490 -0.8642 -1.1218 -1.251 1.050 0.193 -0.450
C -1.3761 -0.3574 -1.9296 0.451 -0.335 -1.756 -0.073
C 0.1989 0.1231 -0.0016 1.925 0.558 0.268 -0.253
N 1.2520 1.0958 -0.3612 -0.655 -0.631 0.995 -0.012
H -1.1144 -2.3132 -0.0174 -0.211 -0.193 -0.140 0.072
H -0.2358 -2.9237 -1.3167 -0.322 -0.120 -0.134 0.064
H 0.7336 -0.8250 -1.7595 -0.118 -0.355 -0.174 0.124
H -1.0345 0.1685 -2.8338 0.064 0.103 0.208 0.066
H -1.8857 -1.2279 -2.3534 -0.149 0.036 0.179 0.062
H -2.1322 0.3078 -1.5159 0.227 -0.161 0.778 0.064
H 0.6944 -0.4356 0.7940 -0.430 -0.276 0.177 0.101
H -0.6017 0.7049 0.4462 -0.487 -0.287 -0.187 0.106
H 1.0025 1.8779 -0.9252 0.126 0.076 -0.551 0.050
H 2.1350 0.6390 -0.5072 0.084 0.430 -0.464 0.060
H 0.7309 1.3415 4.5188 0.028 -0.067 -0.065 0.029
H 0.8348 2.7564 5.0525 0.047 0.053 -0.013 0.030
O 1.2630 2.1393 4.4514 -0.073 0.018 0.085 -0.060
```
Forces are in eV/Å.

Its SMILES is C[C@H](N)CN.O. The HOMO-LUMO gap comes out at 0.349 hartree. The calculation puts the total energy at -306.2179 hartree.

***

No. 5
Density functional theory data (wB97M-V/def2-TZVPD) for a cluster of 2 separate species, C3H12N2O in total in a non-equilibrium geometry.

XYZ file:
```
18
Properties=species:S:1:pos:R:3:forces:R:3:lowdin_charge:R:1
N 1.2964 -0.9750 0.7171 -1.515 1.894 0.078 0.058
C 0.4587 0.2035 0.3074 -1.027 -1.523 -0.401 -0.498
C 1.3353 1.4010 0.0541 2.693 -1.991 -1.988 -0.090
C -0.6435 0.4504 1.3511 -0.114 -0.099 0.436 -0.235
N -1.7247 -0.6398 1.1005 1.313 3.520 -3.477 -0.007
H 2.1805 -0.8317 0.3099 1.190 -0.443 -0.621 0.034
H 0.9107 -1.8793 0.5277 -0.237 -0.171 -0.250 0.060
H -0.2065 0.0950 -0.5983 0.926 -0.569 0.225 0.107
H 0.7795 2.2158 -0.2724 -1.156 2.035 0.832 0.038
H 1.9834 1.3829 -0.9798 -1.062 -0.961 2.500 0.131
H 2.0179 1.3855 0.9162 -0.087 1.275 -0.336 0.086
H -0.1915 0.5221 2.3894 -0.855 -0.278 -1.135 0.126
H -1.0635 1.4280 1.0069 0.123 -0.431 0.960 0.100
H -2.3890 -0.9129 1.7665 -0.644 0.149 1.706 0.018
H -2.2553 -0.0090 0.3887 0.455 -2.364 1.440 0.098
H -0.8946 -1.0522 -2.1635 1.006 0.393 -0.417 -0.009
H -0.5088 -1.3396 -3.8074 -0.212 0.482 1.924 0.060
O -1.0851 -1.4445 -3.0142 -0.796 -0.920 -1.476 -0.077
```
Forces are in eV/Å.

Its SMILES is C[C@@H](N)CN.O. The HOMO-LUMO gap comes out at 0.369 hartree. The calculation puts the total energy at -306.1781 hartree.

***

No. 6
Density functional theory data (wB97M-V/def2-TZVPD) for a cluster of 2 separate species, C3H12N2O in total in a non-equilibrium geometry.

XYZ file:
```
18
Properties=species:S:1:pos:R:3:forces:R:3:lowdin_charge:R:1
N 0.5323 -0.5663 0.3757 0.153 -0.179 0.274 0.019
C -0.6498 0.0665 -0.2079 0.032 -0.318 -0.270 -0.454
C -1.7556 -1.0086 -0.2313 0.437 0.137 -0.007 -0.088
C -1.1675 1.2788 0.6132 0.358 -1.252 0.257 -0.275
N -0.1425 2.1587 1.0815 0.417 0.063 -0.307 -0.003
H 1.4328 -0.1684 0.1306 -0.419 0.258 -0.288 0.060
H 0.4855 -0.4853 1.3853 -0.048 -0.079 0.059 0.064
H -0.4121 0.3353 -1.2472 0.025 0.143 0.238 0.132
H -2.6898 -0.7033 -0.6971 -0.048 0.230 -0.053 0.069
H -1.3877 -1.9030 -0.7294 0.012 0.035 -0.093 0.071
H -1.9574 -1.2814 0.8013 -0.171 -0.136 0.177 0.067
H -1.5446 0.7779 1.5136 -0.388 0.329 -0.053 0.110
H -2.0038 1.7080 0.0584 -0.088 0.381 0.137 0.107
H 0.2692 2.8179 0.4518 -0.084 0.210 -0.064 0.064
H -0.1285 2.4233 2.0451 -0.200 0.169 0.005 0.060
H 3.8724 -1.6730 -0.9832 0.661 0.023 -0.340 0.026
H 3.8731 -1.9059 -2.5871 0.677 0.158 0.332 0.027
O 3.3739 -1.8714 -1.7734 -1.326 -0.173 -0.004 -0.057
```
Forces are in eV/Å.

Its SMILES is C[C@H](N)CN.O. The HOMO-LUMO gap comes out at 0.355 hartree. The calculation puts the total energy at -306.2266 hartree.

***

No. 7
Density functional theory data (wB97M-V/def2-TZVPD) for a cluster of 3 separate species, C3H12N2O2 in total in a non-equilibrium geometry.

XYZ file:
```
19
Properties=species:S:1:pos:R:3:forces:R:3:lowdin_spin:R:1
C 0.1266 -0.1507 2.2088 -0.816 -0.402 -0.786 0.040
C 0.6649 -0.4769 0.8462 0.203 -0.858 -0.413 0.043
C 1.1545 0.4067 -0.0159 0.257 0.549 0.161 0.053
N 1.6898 0.0653 -1.2946 -0.107 -0.020 0.528 0.047
N 0.5795 -1.8493 0.4427 -0.132 0.795 -0.012 0.053
H -0.3763 -1.0278 2.6220 0.189 -0.025 0.057 0.005
H 0.9151 0.1580 2.8655 0.289 0.338 0.530 0.002
H -0.6663 0.5916 2.1108 0.202 0.292 0.250 0.008
H 1.2114 1.4566 0.2533 -0.165 -0.089 0.058 0.006
H 0.9745 -0.3877 -1.8629 0.094 0.206 -0.227 0.055
H 2.0013 0.9197 -1.7369 -0.163 -0.210 -0.315 0.014
H 0.8312 -2.4760 1.1786 -0.049 -0.396 0.676 0.012
H 1.2317 -2.0102 -0.3048 0.185 -0.123 -0.528 0.027
H -1.4851 1.4974 -0.3801 -0.006 0.021 -0.173 0.022
H -1.9983 2.5610 -1.3009 0.180 -0.095 0.247 0.024
O -1.5471 2.4644 -0.4483 -0.151 0.103 -0.114 0.077
H -1.2066 -0.8770 -1.3026 0.061 0.294 0.213 0.068
H -2.3394 -0.7150 -2.2201 -0.237 0.405 -0.147 0.112
O -1.7614 -0.1500 -1.6606 0.166 -0.784 -0.005 0.334
```
Forces are in eV/Å.

The HOMO-LUMO gap (spin up / spin down) comes out at 0.111 / 0.292 hartree. The calculation puts the total energy at -381.4433 hartree. As for the charge: -1. As for the expectation value of S²: 0.751. Its spin multiplicity is 2.

***

No. 8
Density functional theory data (wB97M-V/def2-TZVPD) for a cluster of 2 separate species, C3H12N2O2 in total in a non-equilibrium geometry.

XYZ file:
```
19
Properties=species:S:1:pos:R:3:forces:R:3:lowdin_charge:R:1
N 1.4481 2.1394 0.3961 -0.104 -1.705 0.428 0.047
C 0.4418 1.0585 0.5476 0.712 1.211 0.166 -0.392
C 0.5817 0.1016 -0.6303 -0.820 0.623 0.233 -0.228
O 0.3287 0.8094 -1.8463 -0.097 -0.224 -0.039 -0.067
C 0.6693 0.4065 1.9183 0.110 -0.326 -0.736 -0.258
N -0.2569 -0.6816 2.2585 -0.082 -0.116 -0.379 -0.007
H 1.8352 2.1257 -0.5262 -0.035 0.729 -0.260 0.057
H 1.2235 3.0261 0.7986 -0.153 0.296 -0.293 0.066
H -0.5666 1.5011 0.5111 -0.046 -0.283 -0.056 0.140
H 1.5740 -0.3235 -0.7001 0.345 -0.206 0.230 0.122
H -0.1673 -0.6746 -0.4836 0.155 -0.343 -0.131 0.109
H -0.4371 0.4107 -2.2682 0.060 0.111 -0.070 0.083
H 1.6908 0.0328 1.8857 0.121 -0.110 0.215 0.110
H 0.6581 1.1966 2.6630 -0.161 0.067 0.209 0.101
H 0.1573 -1.5789 2.0202 0.014 0.163 0.150 0.061
H -1.0768 -0.6222 1.6568 -0.043 0.099 0.319 0.055
H -3.1276 -3.0168 -2.0729 0.019 0.150 -0.353 0.037
H -2.0990 -3.2161 -3.1757 -0.026 0.022 -0.077 0.031
O -2.8772 -2.6947 -2.9527 0.032 -0.158 0.444 -0.067
```
Forces are in eV/Å.

Its SMILES is NC[C@@H](N)CO.O. The HOMO-LUMO gap comes out at 0.339 hartree. The calculation puts the total energy at -381.4648 hartree.

***

No. 9
Density functional theory data (wB97M-V/def2-TZVPD) for a cluster of 2 separate species, C3H12N2O2 in total in a non-equilibrium geometry.

XYZ file:
```
19
Properties=species:S:1:pos:R:3:forces:R:3:lowdin_charge:R:1
C -0.6906 0.0688 -0.3623 1.019 0.997 0.997 -0.211
C -1.4922 1.1236 -1.1408 -0.049 -1.619 0.667 -0.267
O -1.4411 0.9421 -2.5480 -0.231 0.430 0.256 -0.066
N -1.1596 0.2292 1.0337 0.340 0.073 -1.627 -0.086
C -0.2102 0.2374 2.1177 -0.660 -1.593 0.776 -0.306
N -0.1255 -0.9895 2.9160 -0.606 0.341 1.514 -0.010
H 0.3797 0.3314 -0.3407 -0.249 0.030 -0.247 0.110
H -0.7075 -0.9483 -0.7462 -0.553 -0.142 -0.224 0.109
H -2.5041 0.9554 -0.7586 -0.182 0.366 -0.288 0.108
H -1.1404 2.0709 -0.7374 -0.054 0.418 -0.547 0.113
H -2.3378 1.1236 -2.8523 0.322 -0.025 -0.263 0.081
H -1.9713 -0.3567 1.1459 0.032 -0.039 0.706 0.104
H -0.5500 0.9878 2.8467 0.457 -0.057 -0.189 0.110
H 0.7994 0.4394 1.7875 0.012 0.501 -0.463 0.105
H 0.0740 -1.9321 2.6266 0.242 0.328 -1.008 0.055
H -0.8996 -1.0412 3.5674 0.167 -0.012 -0.059 0.051
H 4.8519 -1.8510 -2.7108 -0.083 0.879 -0.100 0.045
H 4.1662 -0.5115 -3.1177 -0.232 -0.110 -0.100 0.024
O 4.9589 -0.8793 -2.7268 0.308 -0.767 0.200 -0.070
```
Forces are in eV/Å.

Its SMILES is NCNCCO.O. The HOMO-LUMO gap comes out at 0.342 hartree. The calculation puts the total energy at -381.4427 hartree.

***

No. 10
Density functional theory data (wB97M-V/def2-TZVPD) for a structure of composition C3H12N2O3 in a non-equilibrium geometry.

XYZ file:
```
20
Properties=species:S:1:pos:R:3:forces:R:3:lowdin_charge:R:1
C -1.2228 -0.5073 -1.7100 -0.772 -1.159 -2.026 -0.061
N -0.2180 0.0867 -0.9001 -0.209 -0.208 1.285 -0.023
C 0.2010 -0.6884 0.0746 2.510 -0.754 -5.344 -0.102
C 1.5372 0.1679 0.8369 4.337 0.355 0.400 -0.533
N 2.5663 -0.0644 -0.1670 1.273 -0.450 0.140 0.071
O 1.2552 1.3338 1.0212 -1.075 2.128 0.706 -0.001
H -2.1699 -0.4132 -1.1138 0.872 -0.341 -1.011 0.110
H -0.9776 -1.6008 -1.8991 -0.441 1.295 0.285 0.121
H -1.2806 0.0082 -2.6746 -0.150 -0.119 0.161 0.090
H -0.4904 0.9953 -0.5195 0.090 0.997 -0.259 0.097
H 0.5422 -1.5971 -0.3823 -0.199 -1.177 0.205 0.126
H -0.4548 -0.8394 0.9561 -1.706 0.297 3.223 0.067
H 3.4520 -0.4183 0.2703 -1.385 0.086 -0.434 0.105
H 2.8069 0.8585 -0.5394 -0.385 -0.357 -0.170 0.097
H -1.3983 0.8772 0.8480 -0.667 1.472 0.544 0.017
H -2.5665 -0.8568 1.3191 -0.551 -0.858 1.164 0.037
O -1.7489 -0.6914 0.8790 -0.280 0.491 -0.037 -0.241
H -0.4229 1.9328 1.2554 3.137 0.653 1.853 -0.042
H 1.7839 -0.4589 1.6641 -0.530 -1.149 1.065 0.136
O -1.1938 1.8755 0.7814 -3.867 -1.202 -1.749 -0.071
```
Forces are in eV/Å.

The HOMO-LUMO gap comes out at 0.263 hartree. The calculation puts the total energy at -456.4938 hartree.

***

- The highest total energy belongs to which entry?
  C3H12N2

***

- The highest total energy belongs to which entry?
  C3H12N2